No. 1
Formula: C3H7NO2
Source: the OMol25 dataset
Level of theory: the ωB97M-V functional and the def2-TZVPD basis

Gap between HOMO and LUMO = 11.31 eV
Total energy = -8810.3381 eV
Multiplicity = 1
HOMO = -10.4 eV
Energy relative to the best compared isomer or geometry (same formula, charge and spin) = 4.4 kcal/mol

Positions of all 13 atoms, in Å:
C (-1.950, 0.392, 0.015)
C (-0.881, -0.400, -0.708)
O (0.338, 0.342, -0.574)
C (1.455, -0.377, -0.340)
O (1.547, -1.578, -0.465)
N (2.470, 0.455, 0.043)
H (-2.091, 1.374, -0.449)
H (-1.654, 0.541, 1.059)
H (-2.899, -0.150, -0.006)
H (-0.736, -1.391, -0.271)
H (-1.105, -0.521, -1.775)
H (3.283, 0.000, 0.428)
H (2.221, 1.357, 0.416)

---

No. 2
Formula: C11H13N2O
Source: the OMol25 dataset
Level of theory: the ωB97M-V functional and the def2-TZVPD basis

Gap between HOMO and LUMO = 8.00 eV
Charge = +1
Total energy = -16637.3782 eV
Multiplicity = 1
HOMO = -12.3 eV
Energy relative to the best compared isomer or geometry (same formula, charge and spin) = 20.7 kcal/mol

Positions of all 27 atoms, in Å:
C (3.790, -0.536, -0.570)
C (3.229, 0.609, -0.993)
C (3.049, -1.193, 0.426)
C (1.931, 0.992, -0.656)
C (1.710, -0.970, 0.701)
C (1.146, 0.157, 0.163)
C (-3.668, -0.955, 0.399)
C (-3.299, -2.330, 0.101)
C (-2.701, -0.002, 0.639)
C (-2.021, -2.496, -0.258)
C (-1.286, -0.318, 0.189)
N (-0.201, 0.488, 0.272)
N (-0.540, 3.287, -0.084)
O (-1.052, -1.494, -0.273)
H (4.836, -0.651, -0.847)
H (3.857, 1.245, -1.517)
H (3.534, -2.084, 0.924)
H (1.428, 1.925, -1.047)
H (1.225, -1.391, 1.544)
H (-4.723, -0.660, 0.309)
H (-4.024, -3.136, -0.068)
H (-2.883, 0.926, 1.173)
H (-1.629, -3.365, -0.748)
H (-0.408, 1.473, 0.525)
H (0.381, 3.057, -0.413)
H (-0.654, 3.517, 0.841)
H (-1.027, 3.907, -0.732)

---

No. 3
Formula: C35H54BI2N3O6SbSi3W
Source: the OMol25 dataset
Level of theory: the ωB97M-V functional and the def2-TZVPD basis

Gap between HOMO and LUMO (alpha / beta) = 6.09 / 5.29 eV
Charge = +1
Total energy = -102799.3601 eV
Multiplicity = 3
HOMO (alpha / beta) = -9.9 / -9.7 eV

Positions of all 106 atoms, in Å:
W (-0.085, 0.149, -0.325)
O (0.923, -1.850, 3.981)
C (0.945, -1.200, 2.860)
O (1.287, -0.959, 0.237)
C (0.493, 0.184, 3.092)
C (0.582, 0.805, 4.332)
C (0.025, 2.064, 4.505)
C (-0.654, 2.637, 3.448)
C (-0.690, 1.953, 2.244)
N (-0.091, 0.785, 2.038)
C (-1.439, 2.490, 1.061)
O (-2.213, 3.405, 1.163)
O (-1.156, 1.841, -0.038)
H (1.186, -2.777, 3.806)
H (1.065, 0.296, 5.153)
H (0.091, 2.560, 5.463)
H (-1.168, 3.586, 3.513)
C (1.751, -2.189, -3.217)
Sb (2.094, -0.075, -3.228)
C (0.169, 0.593, -2.399)
C (-1.077, -0.076, -2.829)
C (-1.404, -0.701, -4.023)
C (-2.679, -1.232, -4.113)
C (-3.564, -1.122, -3.041)
C (-3.135, -0.539, -1.866)
N (-1.904, -0.019, -1.774)
Si (0.056, 2.383, -3.168)
C (-1.486, 3.314, -2.648)
C (1.578, 3.453, -2.858)
C (-0.078, 2.138, -5.027)
C (3.354, 0.225, -1.528)
C (3.050, 1.173, -0.517)
C (4.103, 1.788, 0.202)
C (3.904, 2.924, 0.950)
C (2.633, 3.480, 0.984)
C (1.608, 2.779, 0.375)
N (1.762, 1.627, -0.280)
Si (5.161, -0.215, -1.975)
C (5.167, -1.505, -3.337)
C (6.169, -0.956, -0.568)
C (5.962, 1.354, -2.630)
Si (2.130, -2.140, 1.218)
C (1.410, -3.775, 1.901)
C (3.499, -1.296, 2.245)
C (3.127, -2.914, -0.200)
H (0.951, -2.403, -3.926)
H (1.472, -2.573, -2.246)
H (2.656, -2.687, -3.559)
H (-0.697, -0.772, -4.837)
H (-2.995, -1.740, -5.015)
H (-4.563, -1.525, -3.106)
H (-3.751, -0.486, -0.982)
H (-1.392, 3.834, -1.697)
H (-2.362, 2.667, -2.581)
H (-1.688, 4.062, -3.421)
H (1.492, 4.042, -1.946)
H (1.642, 4.158, -3.690)
H (2.529, 2.917, -2.832)
H (-1.022, 1.677, -5.319)
H (0.739, 1.562, -5.464)
H (-0.051, 3.131, -5.483)
H (5.099, 1.385, 0.113)
H (4.735, 3.388, 1.464)
H (2.418, 4.412, 1.486)
H (0.608, 3.176, 0.406)
H (4.815, -2.476, -2.988)
H (6.211, -1.633, -3.638)
H (4.617, -1.235, -4.240)
H (5.646, -1.786, -0.094)
H (6.489, -0.259, 0.206)
H (7.078, -1.369, -1.013)
H (5.441, 1.703, -3.525)
H (6.997, 1.149, -2.912)
H (5.968, 2.174, -1.912)
H (0.398, -3.739, 2.308)
H (2.092, -4.214, 2.640)
H (1.380, -4.499, 1.086)
H (3.268, -0.301, 2.635)
H (4.383, -1.185, 1.614)
H (3.785, -1.921, 3.094)
H (2.520, -3.601, -0.790)
H (3.927, -3.516, 0.246)
H (3.588, -2.198, -0.880)
I (-0.953, -2.797, -0.841)
I (-1.091, -4.940, -2.890)
C (-3.756, -3.406, 2.142)
C (-3.011, -2.233, 2.760)
C (-2.911, -2.384, 4.262)
O (-1.648, -2.283, 2.207)
B (-1.694, -1.550, 1.062)
O (-2.723, -0.648, 1.044)
C (-3.532, -0.841, 2.258)
C (-3.220, 0.286, 3.224)
C (-4.992, -0.802, 1.858)
H (-3.212, -4.325, 2.360)
H (-3.834, -3.310, 1.058)
H (-4.760, -3.492, 2.556)
H (-2.552, -3.383, 4.508)
H (-3.893, -2.258, 4.722)
H (-2.230, -1.654, 4.694)
H (-2.175, 0.271, 3.530)
H (-3.833, 0.198, 4.121)
H (-3.451, 1.243, 2.753)
H (-5.232, -1.554, 1.109)
H (-5.225, 0.182, 1.450)
H (-5.629, -0.965, 2.728)

---

No. 4
Formula: C4H2ClNS
Source: the OMol25 dataset
Level of theory: the ωB97M-V functional and the def2-TZVPD basis

Gap between HOMO and LUMO = 7.34 eV
Total energy = -29026.4517 eV
Multiplicity = 1
HOMO = -9.4 eV
Energy relative to the best compared isomer or geometry (same formula, charge and spin) = 1.5 kcal/mol

Positions of all 9 atoms, in Å:
C (0.746, -0.632, 0.059)
C (0.092, 0.051, 1.029)
C (-0.894, 0.810, 0.287)
C (0.197, -0.216, -1.248)
H (0.121, -0.060, 2.140)
H (0.548, -0.568, -2.231)
N (-0.817, 0.544, -1.129)
S (-2.026, 1.786, 0.951)
Cl (2.033, -1.718, 0.143)

---

No. 5
Formula: C2H7N3O
Source: the OMol25 dataset
Level of theory: the ωB97M-V functional and the def2-TZVPD basis

Gap between HOMO and LUMO = 9.63 eV
Total energy = -8701.5280 eV
Multiplicity = 1
HOMO = -8.7 eV
Energy relative to the best compared isomer or geometry (same formula, charge and spin) = 109.5 kcal/mol

Positions of all 13 atoms, in Å:
C (-1.403, 0.328, 0.491)
C (0.057, 0.444, 0.199)
N (1.764, -0.626, -1.223)
N (-1.185, -1.136, 0.525)
O (0.370, -0.243, -1.147)
N (0.952, 1.183, 0.755)
H (2.004, -0.403, -2.187)
H (2.228, 0.100, -0.660)
H (0.521, 1.982, 1.227)
H (-0.657, -1.515, 1.311)
H (-0.942, -1.468, -0.447)
H (-1.662, 0.705, 1.481)
H (-2.048, 0.650, -0.325)

---

No. 6
Formula: C5H12O2
Source: the OMol25 dataset
Level of theory: the ωB97M-V functional and the def2-TZVPD basis

Gap between HOMO and LUMO = 9.54 eV
Total energy = -9474.1482 eV
Multiplicity = 1
HOMO = -8.8 eV
Energy relative to the best compared isomer or geometry (same formula, charge and spin) = 22.8 kcal/mol

Positions of all 19 atoms, in Å:
C (2.088, -0.207, 0.620)
C (0.915, 0.780, 0.695)
C (-0.444, 0.135, 0.637)
O (-0.683, -0.819, 1.604)
C (-1.438, 0.384, -0.220)
C (-1.434, 1.306, -1.405)
O (-0.392, -2.519, -0.863)
H (2.103, -0.910, 1.462)
H (2.049, -0.803, -0.297)
H (3.038, 0.335, 0.649)
H (0.977, 1.346, 1.636)
H (1.003, 1.516, -0.109)
H (-0.411, -1.635, -1.249)
H (0.137, -1.009, 2.076)
H (-2.360, -0.167, -0.038)
H (-0.426, 1.598, -1.715)
H (-1.905, 0.807, -2.260)
H (-2.008, 2.222, -1.218)
H (-0.810, -2.363, -0.005)

---

No. 7
Formula: C25H46BrGeMoN2O3PSi3Te
Source: the OMol25 dataset
Level of theory: the ωB97M-V functional and the def2-TZVPD basis

Gap between HOMO and LUMO (alpha / beta) = 5.88 / 5.74 eV
Charge = +3
Total energy = -204401.5531 eV
Multiplicity = 4
HOMO (alpha / beta) = -15.4 / -15.7 eV
Energy relative to the best compared isomer or geometry (same formula, charge and spin) = 2.5 kcal/mol

Positions of all 84 atoms, in Å:
Mo (1.044, -1.116, 0.198)
Br (-2.143, -0.965, 6.642)
C (-0.912, -0.867, 5.197)
C (-1.282, -0.230, 4.010)
C (-0.389, -0.149, 2.962)
C (0.896, -0.697, 3.084)
C (1.248, -1.358, 4.269)
C (0.354, -1.437, 5.317)
N (1.757, -0.614, 1.990)
C (3.076, -0.557, 2.157)
C (3.829, -0.677, 0.970)
C (5.232, -0.726, 0.887)
C (5.833, -0.919, -0.337)
C (5.017, -1.036, -1.468)
C (3.651, -0.964, -1.325)
N (3.034, -0.798, -0.143)
H (-2.265, 0.201, 3.938)
H (-0.663, 0.353, 2.032)
H (2.208, -1.850, 4.348)
H (0.626, -1.941, 6.232)
H (3.537, -0.435, 3.127)
H (5.814, -0.660, 1.792)
H (6.903, -0.995, -0.423)
H (5.446, -1.199, -2.445)
H (3.000, -1.049, -2.193)
C (-3.583, -3.111, 1.092)
C (-2.127, -3.159, 1.503)
O (-1.292, -2.422, 0.553)
P (-0.304, -3.212, -0.482)
O (1.032, -3.336, 0.189)
Te (-0.132, -1.764, -2.395)
O (-0.933, -4.614, -0.737)
C (-1.257, -5.228, -2.003)
C (-2.577, -4.734, -2.556)
H (-4.168, -3.622, 1.853)
H (-3.746, -3.619, 0.145)
H (-3.933, -2.086, 1.014)
H (-1.769, -4.190, 1.549)
H (-1.970, -2.680, 2.475)
H (-1.320, -6.291, -1.768)
H (-0.441, -5.065, -2.717)
H (-3.391, -4.954, -1.868)
H (-2.787, -5.248, -3.491)
H (-2.549, -3.661, -2.764)
C (-3.232, 1.055, 0.809)
Si (-2.835, 1.040, -1.068)
C (-3.215, 2.736, -1.852)
C (-3.611, -0.430, -2.000)
Ge (-0.198, 0.582, -1.098)
Si (0.813, 3.980, 1.575)
C (0.050, 5.239, 0.408)
C (2.443, 3.145, 1.143)
C (-0.051, 3.404, 3.142)
Si (0.961, 1.831, -3.166)
C (2.685, 2.279, -2.455)
C (1.082, 0.614, -4.623)
C (-0.089, 3.369, -3.555)
H (-4.279, 1.309, 0.965)
H (-2.636, 1.792, 1.342)
H (-3.065, 0.085, 1.268)
H (-4.270, 2.954, -1.713)
H (-3.031, 2.749, -2.920)
H (-2.654, 3.548, -1.401)
H (-4.681, -0.285, -2.118)
H (-3.474, -1.367, -1.463)
H (-3.186, -0.543, -2.998)
H (0.663, 5.416, -0.478)
H (-0.083, 6.205, 0.901)
H (-0.941, 4.925, 0.077)
H (3.001, 3.687, 0.380)
H (2.262, 2.127, 0.775)
H (3.093, 3.069, 2.016)
H (-1.134, 3.370, 3.025)
H (0.138, 4.081, 3.976)
H (0.286, 2.414, 3.453)
H (2.914, 1.746, -1.535)
H (2.759, 3.343, -2.265)
H (3.460, 2.038, -3.176)
H (1.819, -0.165, -4.445)
H (1.385, 1.140, -5.524)
H (0.131, 0.132, -4.835)
H (-0.574, 3.797, -2.684)
H (-0.855, 3.140, -4.289)
H (0.547, 4.129, -3.999)

---

No. 8
Formula: C56H63FN6O15S2
Source: the OMol25 dataset
Level of theory: the ωB97M-V functional and the def2-TZVPD basis

Gap between HOMO and LUMO = 5.43 eV
Total energy = -123123.8429 eV
Multiplicity = 1
HOMO = -7.9 eV
Energy relative to the best compared isomer or geometry (same formula, charge and spin) = 99.4 kcal/mol

Positions of all 143 atoms, in Å:
C (-0.981, 1.967, 2.126)
C (0.383, 1.965, 1.304)
N (1.141, 0.708, 1.441)
C (0.505, -0.429, 0.761)
C (1.379, -1.002, -0.464)
C (1.761, 0.226, -1.380)
C (2.132, -0.115, -2.880)
C (3.643, 0.273, -3.276)
C (3.742, 0.738, -4.780)
N (4.769, -0.083, -5.505)
C (4.615, 0.033, -6.941)
N (4.778, 1.157, -7.539)
N (4.260, -1.104, -7.762)
C (0.477, -2.101, -1.152)
C (-0.743, -1.489, -1.993)
C (-1.871, -2.621, -1.985)
C (-3.278, -2.107, -2.473)
N (-3.961, -3.247, -3.145)
C (-3.898, -4.578, -2.733)
C (-4.630, -5.484, -3.609)
C (-5.163, -4.495, -4.612)
C (-4.742, -3.142, -4.309)
C (2.639, -1.714, 0.225)
C (3.916, -1.772, -0.675)
C (5.152, -2.486, 0.029)
C (5.109, -4.063, -0.043)
C (4.680, -4.641, -1.434)
O (5.194, -5.989, -1.616)
C (4.158, -6.894, -1.823)
C (3.138, -6.764, -3.028)
O (3.999, -7.843, -1.102)
O (2.305, -3.064, 0.718)
S (1.472, -2.833, 2.114)
O (2.338, -2.447, 3.235)
O (0.808, -4.076, 2.516)
C (0.165, -1.539, 1.861)
F (0.059, -0.865, 3.105)
N (-1.175, -2.088, 1.584)
C (-1.843, -2.272, 2.612)
S (-2.752, -2.713, 3.840)
H (-0.829, 2.209, 3.201)
H (-1.651, 2.729, 1.642)
H (-1.472, 0.959, 2.004)
H (0.218, 2.251, 0.223)
H (1.009, 2.782, 1.767)
H (2.127, 0.811, 1.207)
H (-0.484, -0.061, 0.371)
H (2.623, 0.761, -0.904)
H (0.885, 0.928, -1.378)
H (1.462, 0.485, -3.559)
H (2.013, -1.188, -3.171)
H (4.210, -0.704, -3.214)
H (4.107, 0.971, -2.535)
H (4.061, 1.812, -4.839)
H (2.762, 0.601, -5.322)
H (4.560, -1.068, -5.285)
H (5.011, 1.884, -6.854)
H (4.298, -0.825, -8.747)
H (4.946, -1.858, -7.632)
H (1.107, -2.645, -1.922)
H (0.089, -2.890, -0.464)
H (-1.104, -0.510, -1.587)
H (-0.442, -1.362, -3.068)
H (-1.987, -2.980, -0.920)
H (-1.453, -3.459, -2.609)
H (-3.215, -1.229, -3.167)
H (-3.923, -1.770, -1.606)
H (-3.309, -4.916, -1.843)
H (-4.740, -6.584, -3.562)
H (-5.774, -4.852, -5.468)
H (-4.978, -2.224, -4.884)
H (2.932, -1.135, 1.155)
H (4.243, -0.701, -0.819)
H (3.703, -2.169, -1.701)
H (5.235, -2.175, 1.107)
H (6.074, -2.133, -0.519)
H (4.439, -4.420, 0.782)
H (6.145, -4.428, 0.219)
H (5.021, -4.035, -2.314)
H (3.548, -4.652, -1.442)
H (2.908, -7.761, -3.474)
H (2.174, -6.343, -2.630)
H (3.520, -6.048, -3.808)
C (-9.113, -2.780, -3.656)
C (-10.121, -2.233, -2.978)
C (-10.549, -0.840, -3.231)
O (-11.466, -0.341, -2.611)
C (-9.817, -0.077, -4.268)
C (-8.810, -0.623, -4.947)
C (-8.381, -2.018, -4.693)
O (-7.465, -2.519, -5.311)
H (-8.785, -3.798, -3.484)
H (-10.668, -2.775, -2.216)
H (-10.145, 0.941, -4.440)
H (-8.264, -0.081, -5.708)
C (-14.382, -2.287, 1.188)
C (-14.703, -1.427, 2.152)
C (-14.370, 0.012, 2.040)
O (-14.660, 0.796, 2.921)
C (-13.670, 0.457, 0.814)
C (-13.349, -0.403, -0.152)
C (-13.682, -1.842, -0.039)
O (-13.392, -2.629, -0.919)
H (-14.617, -3.342, 1.253)
H (-15.215, -1.735, 3.055)
H (-13.436, 1.512, 0.750)
H (-12.836, -0.095, -1.054)
C (0.387, 3.547, 5.961)
C (0.805, 3.779, 7.204)
C (0.704, 5.126, 7.810)
O (1.086, 5.339, 8.942)
C (0.119, 6.205, 6.981)
C (-0.299, 5.974, 5.738)
C (-0.198, 4.626, 5.133)
O (-0.581, 4.413, 3.999)
H (0.454, 2.568, 5.502)
H (1.234, 3.002, 7.824)
H (0.052, 7.184, 7.440)
H (-0.729, 6.750, 5.118)
C (5.476, 4.579, 1.509)
C (4.948, 3.670, 0.692)
C (4.489, 2.359, 1.200)
O (4.007, 1.525, 0.453)
C (4.635, 2.095, 2.648)
C (5.162, 3.003, 3.466)
C (5.623, 4.316, 2.959)
O (6.102, 5.147, 3.703)
H (5.818, 5.543, 1.156)
H (4.832, 3.845, -0.370)
H (4.292, 1.129, 3.001)
H (5.278, 2.828, 4.528)
C (10.732, 7.717, 6.383)
C (10.713, 7.542, 5.063)
C (9.509, 7.025, 4.374)
O (9.492, 6.864, 3.170)
C (8.326, 6.712, 5.208)
C (8.345, 6.886, 6.528)
C (9.549, 7.403, 7.218)
O (9.567, 7.565, 8.421)
H (11.603, 8.093, 6.904)
H (11.569, 7.767, 4.438)
H (7.454, 6.335, 4.686)
H (7.490, 6.662, 7.154)